Here is 11 unconnected molecules or ions with the total composition C33H92N4O15 in a non-equilibrium geometry from OMol25. Energies are from ωB97M-V/def2-TZVPD.

Results
- SMILES: COC[C@H](C)N.COC[C@H](C)N.COC[C@H](C)N.COC[C@H](C)N.CC(C)O.CC(C)O.CC(C)O.OCCO.OCCO.OCCO.OCCO
- Net charge: 0
- Multiplicity: 1
- ΔE to the lowest compared entry with this formula, charge and spin: 56.0 kcal per mole
- Calculated total energy: -72379.44160 eV
- HOMO-LUMO gap: 8.977 eV
- Largest force on an atom: 3.7 eV/A
- LUMO: 0.18 eV

Bonds (Å) are listed after each position.
Geometry (Å):
1 C -5.805 -21.613 8.970  O2 1.438, H7 1.090, H8 1.090, H9 1.090
2 O -6.432 -22.553 8.080  C1 1.438, C3 1.429
3 C -7.201 -23.547 8.760  O2 1.429, C4 1.542, H10 1.090, H11 1.090
4 C -8.412 -24.142 8.013  C3 1.542, C5 1.580, N6 1.497, H12 1.090
5 C -7.975 -25.051 6.795  C4 1.580, H13 1.090, H14 1.090, H15 1.090
6 N -9.321 -23.005 7.666  C4 1.497, H16 1.010, H17 1.010
7 H -5.137 -20.939 8.434  C1 1.090
8 H -5.124 -22.123 9.651  C1 1.090
9 H -6.513 -21.095 9.617  C1 1.090
10 H -6.499 -24.325 9.061  C3 1.090
11 H -7.641 -23.068 9.634  C3 1.090
12 H -8.926 -24.765 8.745  C4 1.090
13 H -8.834 -25.551 6.347  C5 1.090
14 H -7.245 -25.809 7.080  C5 1.090
15 H -7.356 -24.529 6.065  C5 1.090
16 H -8.858 -22.475 6.942  N6 1.010
17 H -9.532 -22.405 8.451  N6 1.010
18 C -9.122 -16.443 11.300  O19 1.445, H24 1.090, H25 1.090, H26 1.090
19 O -10.506 -16.784 11.063  C18 1.445, C20 1.406
20 C -11.345 -16.087 11.950  O19 1.406, C21 1.522, H27 1.090, H28 1.090
21 C -11.573 -16.738 13.307  C20 1.522, C22 1.573, N23 1.432, H29 1.090
22 C -12.292 -18.135 13.227  C21 1.573, H30 1.090, H31 1.090, H32 1.090
23 N -12.314 -15.928 14.225  C21 1.432, H33 1.010, H34 1.010
24 H -8.836 -15.391 11.292  C18 1.090
25 H -8.529 -16.987 10.565  C18 1.090
26 H -8.728 -16.789 12.256  C18 1.090
27 H -11.089 -15.033 12.065  C20 1.090
28 H -12.283 -15.909 11.424  C20 1.090
29 H -10.581 -16.764 13.759  C21 1.090
30 H -13.370 -18.034 13.106  C22 1.090
31 H -12.225 -18.549 14.233  C22 1.090
32 H -11.783 -18.873 12.607  C22 1.090
33 H -13.305 -16.059 14.085  N23 1.010
34 H -12.229 -14.965 13.930  N23 1.010
35 C 1.432 -20.092 13.052  O36 1.453, H41 1.090, H42 1.090, H43 1.090
36 O 0.163 -20.725 12.733  C35 1.453, C37 1.409
37 C -0.793 -20.605 13.760  O36 1.409, C38 1.549, H44 1.090, H45 1.090
38 C -2.039 -21.463 13.427  C37 1.549, C39 1.535, N40 1.438, H46 1.090
39 C -2.646 -21.140 12.054  C38 1.535, H47 1.090, H48 1.090, H49 1.090
40 N -3.091 -21.405 14.406  C38 1.438, H50 1.010, H51 1.010
41 H 2.101 -20.250 12.206  C35 1.090
42 H 1.780 -20.443 14.023  C35 1.090
43 H 1.301 -19.013 13.129  C35 1.090
44 H -0.374 -20.862 14.733  C37 1.090
45 H -1.074 -19.567 13.940  C37 1.090
46 H -1.753 -22.511 13.517  C38 1.090
47 H -2.876 -20.078 11.968  C39 1.090
48 H -3.477 -21.776 11.752  C39 1.090
49 H -1.912 -21.261 11.257  C39 1.090
50 H -2.815 -22.012 15.165  N40 1.010
51 H -3.861 -21.943 14.034  N40 1.010
52 C -6.266 -22.500 16.662  O53 1.424, H58 1.090, H59 1.090, H60 1.090
53 O -7.472 -21.913 17.141  C52 1.424, C54 1.403
54 C -8.015 -20.822 16.445  O53 1.403, C55 1.595, H61 1.090, H62 1.090
55 C -8.291 -20.980 14.881  C54 1.595, C56 1.509, N57 1.424, H63 1.090
56 C -8.950 -19.727 14.357  C55 1.509, H64 1.090, H65 1.090, H66 1.090
57 N -9.209 -22.058 14.731  C55 1.424, H67 1.010, H68 1.010
58 H -5.481 -21.987 17.218  C52 1.090
59 H -6.018 -22.388 15.607  C52 1.090
60 H -6.338 -23.581 16.774  C52 1.090
61 H -8.920 -20.560 16.993  C54 1.090
62 H -7.366 -19.963 16.614  C54 1.090
63 H -7.381 -21.222 14.332  C55 1.090
64 H -9.877 -19.394 14.823  C56 1.090
65 H -9.112 -19.832 13.285  C56 1.090
66 H -8.225 -18.915 14.414  C56 1.090
67 H -10.024 -21.803 15.271  N57 1.010
68 H -8.866 -22.783 15.346  N57 1.010
69 C -0.889 -17.858 9.624  C70 1.544, H73 1.090, H74 1.090, H75 1.090
70 C -1.036 -19.270 9.020  C69 1.544, C71 1.494, O72 1.437, H76 1.090
71 C -2.311 -19.535 8.287  C70 1.494, H77 1.090, H78 1.090, H79 1.090
72 O -0.020 -19.435 8.017  C70 1.437, H80 0.960
73 H -0.003 -17.530 10.168  C69 1.090
74 H -1.710 -17.565 10.279  C69 1.090
75 H -0.905 -17.157 8.789  C69 1.090
76 H -0.973 -20.058 9.770  C70 1.090
77 H -3.173 -19.712 8.929  C71 1.090
78 H -2.190 -20.428 7.675  C71 1.090
79 H -2.776 -18.693 7.774  C71 1.090
80 H 0.121 -20.325 7.686  O72 0.960
81 C -5.257 -13.388 11.716  C82 1.595, H85 1.090, H86 1.090, H87 1.090
82 C -3.858 -13.980 11.230  C81 1.595, C83 1.500, O84 1.416, H88 1.090
83 C -2.824 -12.903 11.082  C82 1.500, H89 1.090, H90 1.090, H91 1.090
84 O -3.328 -14.814 12.244  C82 1.416, H92 0.960
85 H -5.567 -12.575 11.060  C81 1.090
86 H -5.117 -12.944 12.702  C81 1.090
87 H -6.091 -14.087 11.778  C81 1.090
88 H -3.953 -14.468 10.260  C82 1.090
89 H -2.556 -12.463 12.042  C83 1.090
90 H -3.235 -12.045 10.550  C83 1.090
91 H -1.895 -13.245 10.625  C83 1.090
92 H -2.371 -14.807 12.310  O84 0.960
93 C -5.465 -19.065 12.535  C94 1.544, H97 1.090, H98 1.090, H99 1.090
94 C -4.858 -17.826 11.840  C93 1.544, C95 1.517, O96 1.341, H100 1.090
95 C -5.413 -17.609 10.445  C94 1.517, H101 1.090, H102 1.090, H103 1.090
96 O -5.171 -16.788 12.628  C94 1.341, H104 0.960
97 H -6.545 -18.921 12.491  C93 1.090
98 H -5.106 -19.294 13.538  C93 1.090
99 H -5.215 -19.977 11.993  C93 1.090
100 H -3.776 -17.961 11.856  C94 1.090
101 H -5.521 -18.556 9.915  C95 1.090
102 H -4.718 -17.050 9.818  C95 1.090
103 H -6.390 -17.127 10.406  C95 1.090
104 H -4.545 -16.065 12.538  O96 0.960
105 O -9.469 -21.145 9.824  C106 1.438, H109 0.960
106 C -9.505 -19.733 10.093  O105 1.438, C107 1.490, H110 1.090, H111 1.090
107 C -9.403 -19.082 8.756  C106 1.490, O108 1.411, H112 1.090, H113 1.090
108 O -8.067 -18.997 8.312  C107 1.411, H114 0.960
109 H -9.576 -21.599 10.663  O105 0.960
110 H -10.420 -19.415 10.592  C106 1.090
111 H -8.634 -19.510 10.708  C106 1.090
112 H -9.870 -18.098 8.780  C107 1.090
113 H -9.938 -19.665 8.006  C107 1.090
114 H -7.894 -19.691 7.671  O108 0.960
115 O -7.824 -15.636 17.650  C116 1.415, H119 0.960
116 C -8.398 -16.181 16.476  O115 1.415, C117 1.556, H120 1.090, H121 1.090
117 C -7.462 -15.935 15.258  C116 1.556, O118 1.424, H122 1.090, H123 1.090
118 O -6.354 -16.824 15.361  C117 1.424, H124 0.960
119 H -6.944 -16.017 17.701  O115 0.960
120 H -8.559 -17.248 16.626  C116 1.090
121 H -9.373 -15.722 16.311  C116 1.090
122 H -7.101 -14.910 15.180  C117 1.090
123 H -8.077 -16.135 14.380  C117 1.090
124 H -5.844 -16.842 14.549  O118 0.960
125 O -4.756 -23.675 13.181  C126 1.436, H129 0.960
126 C -5.801 -23.631 12.197  O125 1.436, C127 1.586, H130 1.090, H131 1.090
127 C -7.140 -24.336 12.671  C126 1.586, O128 1.420, H132 1.090, H133 1.090
128 O -6.896 -25.714 12.913  C127 1.420, H134 0.960
129 H -4.655 -24.573 13.504  O125 0.960
130 H -6.093 -22.640 11.850  C126 1.090
131 H -5.353 -24.081 11.311  C126 1.090
132 H -7.881 -24.158 11.892  C127 1.090
133 H -7.447 -23.760 13.544  C127 1.090
134 H -7.204 -26.199 12.144  O128 0.960
135 O 0.665 -16.401 14.747  C136 1.439, H139 0.960
136 C -0.695 -16.578 14.309  O135 1.439, C137 1.525, H140 1.090, H141 1.090
137 C -0.848 -16.716 12.799  C136 1.525, O138 1.394, H142 1.090, H143 1.090
138 O -0.531 -15.567 12.077  C137 1.394, H144 0.960
139 H 1.014 -15.544 14.490  O135 0.960
140 H -1.184 -17.412 14.813  C136 1.090
141 H -1.163 -15.667 14.680  C136 1.090
142 H -1.888 -16.946 12.565  C137 1.090
143 H -0.251 -17.598 12.565  C137 1.090
144 H 0.282 -15.210 12.442  O138 0.960

Atom charges from the Mulliken analysis, given in e for atoms 1 to 99:
1 C -0.3181
2 O -0.4863
3 C 0.2616
4 C -0.1133
5 C -1.4382
6 N -0.6771
7 H 0.2928
8 H 0.2756
9 H -0.0261
10 H 0.3875
11 H -0.2017
12 H 0.3165
13 H 0.3643
14 H 0.3703
15 H 0.3196
16 H 0.3296
17 H 0.4379
18 C -0.4265
19 O -0.1680
20 C -1.3418
21 C 1.9004
22 C -1.2013
23 N -0.7721
24 H 0.4989
25 H -0.2988
26 H 0.2437
27 H 0.4713
28 H 0.3337
29 H -0.7153
30 H 0.3816
31 H 0.4297
32 H 0.1342
33 H 0.2725
34 H 0.2601
35 C -0.6834
36 O -0.2834
37 C -0.4811
38 C 0.5506
39 C -0.5717
40 N -0.5863
41 H 0.2728
42 H 0.3316
43 H 0.1716
44 H 0.4643
45 H -0.1431
46 H 0.2473
47 H -0.2807
48 H 0.1999
49 H 0.3424
50 H 0.3345
51 H -0.0976
52 C -0.2542
53 O -0.4232
54 C -0.8882
55 C 1.7642
56 C -1.0565
57 N -0.6641
58 H 0.3714
59 H -0.1262
60 H 0.2631
61 H 0.3181
62 H 0.4988
63 H -0.7026
64 H 0.5865
65 H -0.0885
66 H -0.1778
67 H 0.3606
68 H 0.3019
69 C -0.8565
70 C 1.1356
71 C -0.8708
72 O -0.6277
73 H 0.3422
74 H -0.1421
75 H 0.4042
76 H -0.2231
77 H -0.0814
78 H 0.3594
79 H 0.3001
80 H 0.3511
81 C -1.2413
82 C 1.0881
83 C -1.6471
84 O -0.5575
85 H 0.4312
86 H 0.3257
87 H 0.1089
88 H 0.0472
89 H 0.3488
90 H 0.4283
91 H 0.3702
92 H 0.1749
93 C -1.0360
94 C 2.9425
95 C -1.0109
96 O -0.1338
97 H -0.2816
98 H 0.6765
99 H -0.0031

---

Here is a single C16H34O molecule in a non-equilibrium geometry from OMol25. Energies are from ωB97M-V/def2-TZVPD.

Results
- SMILES: CCCCCCCCCCCCCCCCO
- Net charge: 0
- Multiplicity: 1
- ΔE to the lowest compared entry with this formula, charge and spin: 317.9 kcal per mole
- Calculated total energy: -19177.99040 eV
- HOMO-LUMO gap: 9.967 eV
- Largest force on an atom: 19.0 eV/A
- LUMO: 0.75 eV

Bonds (Å) are listed after each position.
Geometry (Å):
1 C -3.630 -4.339 -0.719  C2 1.511, H18 1.044, H19 0.991, H20 1.028
2 C -3.149 -3.513 0.451  C1 1.511, C3 1.386, H21 1.234, H22 1.155
3 C -2.842 -2.181 0.219  C2 1.386, C4 1.515, H23 1.135, H24 1.067
4 C -4.034 -1.438 -0.349  C3 1.515, C5 1.579, H25 1.273, H26 1.021
5 C -3.702 0.106 -0.381  C4 1.579, C6 1.600, H27 0.928, H28 1.157
6 C -3.353 0.801 1.017  C5 1.600, C7 1.740, H29 0.973, H30 0.967
7 C -3.142 2.460 0.534  C6 1.740, C8 1.491, H31 1.017, H32 1.228
8 C -2.081 2.888 -0.421  C7 1.491, C9 1.657, H33 1.267, H34 1.157
9 C -0.583 2.421 0.111  C8 1.657, C10 1.553, H35 1.168, H36 1.089
10 C 0.384 3.216 -0.809  C9 1.553, C11 1.472, H37 1.322, H38 0.926
11 C 1.768 2.874 -0.444  C10 1.472, C12 1.830, H39 1.237, H40 1.148
12 C 2.296 1.122 -0.440  C11 1.830, C13 1.562, H41 1.020, H42 0.862
13 C 3.763 1.213 0.087  C12 1.562, C14 1.624, H43 1.037, H44 1.013
14 C 4.142 -0.362 -0.036  C13 1.624, C15 1.556, H45 1.316, H46 1.140
15 C 5.554 -0.545 0.590  C14 1.556, C16 1.682, H47 1.173, H48 1.244
16 C 6.075 -2.142 0.653  C15 1.682, O17 1.332, H49 1.066, H50 1.005
17 O 6.021 -2.728 -0.542  C16 1.332, H51 0.936
18 H -4.414 -3.917 -1.264  C1 1.044
19 H -2.996 -4.224 -1.472  C1 0.991
20 H -3.861 -5.338 -0.640  C1 1.028
21 H -2.343 -4.276 0.990  C2 1.234
22 H -4.125 -3.541 1.067  C2 1.155
23 H -2.327 -1.822 1.164  C3 1.135
24 H -2.027 -2.224 -0.468  C3 1.067
25 H -4.896 -1.436 0.587  C4 1.273
26 H -4.580 -1.592 -1.198  C4 1.021
27 H -2.950 0.285 -0.895  C5 0.928
28 H -4.581 0.678 -0.868  C5 1.157
29 H -2.448 0.652 1.344  C6 0.973
30 H -3.961 0.678 1.759  C6 0.967
31 H -4.077 2.858 0.572  C7 1.017
32 H -2.930 2.939 1.645  C7 1.228
33 H -2.027 4.153 -0.393  C8 1.267
34 H -2.203 2.443 -1.482  C8 1.157
35 H -0.568 1.253 0.135  C9 1.168
36 H -0.475 2.787 1.130  C9 1.089
37 H 0.284 2.541 -1.941  C10 1.322
38 H 0.322 4.134 -0.917  C10 0.926
39 H 2.019 3.153 0.734  C11 1.237
40 H 2.569 3.429 -1.049  C11 1.148
41 H 1.692 0.922 0.357  C12 1.020
42 H 2.018 0.836 -1.204  C12 0.862
43 H 4.003 1.598 1.020  C13 1.037
44 H 4.379 1.468 -0.675  C13 1.013
45 H 3.469 -0.822 0.996  C14 1.316
46 H 3.960 -0.619 -1.132  C14 1.140
47 H 5.696 0.081 1.573  C15 1.173
48 H 6.245 0.074 -0.239  C15 1.244
49 H 7.033 -1.996 1.098  C16 1.066
50 H 5.327 -2.490 1.226  C16 1.005
51 H 5.284 -2.519 -1.079  O17 0.936

In elementary charge units, the Mulliken charges are:
1 C -1.7674
2 C -0.2215
3 C -0.2795
4 C -0.5974
5 C -0.9166
6 C -1.3343
7 C -1.1335
8 C -0.2949
9 C -0.4276
10 C -0.7236
11 C -0.8138
12 C -1.6006
13 C -1.2007
14 C -0.3345
15 C -0.5238
16 C -0.5110
17 O -0.5031
18 H 0.4685
19 H 0.5284
20 H 0.4575
21 H 0.1989
22 H 0.1798
23 H 0.2353
24 H 0.2862
25 H 0.1592
26 H 0.5109
27 H 0.5666
28 H 0.2806
29 H 0.4814
30 H 0.7912
31 H 0.6318
32 H 0.2926
33 H 0.2829
34 H 0.2433
35 H 0.0999
36 H 0.3334
37 H 0.1009
38 H 0.7548
39 H 0.2497
40 H 0.3248
41 H 0.3825
42 H 1.2627
43 H 0.6224
44 H 0.4559
45 H 0.1228
46 H 0.2528
47 H 0.3076
48 H 0.2621
49 H 0.3564
50 H 0.3876
51 H 0.3124

---

Q: Which formula does entry 1 have?
A: C33H92N4O15